# 1
Below is C12H7Br4O5P in the gas phase in a non-equilibrium geometry, with properties calculated with the ωB97M-V functional and the def2-TZVPD basis.

Properties
* Kohn-Sham gap: 9.22 eV
* HOMO level: -9.25 eV
* SMILES string: O=P(O)(O)Oc1cc(Br)cc(Br)c1-c1c(O)cc(Br)cc1Br

The geometry in ORCA input format:
```
! wB97M-V def2-TZVPD RIJCOSX def2/J DEFGRID3
* xyz 0 1
O -0.84850 -3.23205 1.97767
Br -0.30963 3.75048 4.20704
Br -0.02969 -2.00151 -4.95649
Br 2.95726 0.75732 0.54884
Br 1.21934 2.71029 -2.06054
O -2.32252 1.20167 0.19021
O 1.13660 -1.83324 1.42546
O 0.36755 -3.79751 -0.00585
O -1.07543 -1.53504 0.12080
C 1.09149 2.16534 2.28108
C 0.53893 0.23396 -3.27170
C -1.28178 2.35428 1.97186
C -0.51838 -1.65525 -2.18959
C -0.15402 2.63694 2.69765
C 0.03379 -1.06052 -3.33248
C 1.20700 1.39733 1.11216
C 0.63351 0.88028 -2.06222
C -1.17766 1.52556 0.84554
C -0.44751 -0.98832 -0.97522
C 0.06440 1.07043 0.36578
C 0.12452 0.28500 -0.87791
P -0.12382 -2.62091 0.86657
H -2.12817 0.33421 -0.27271
H 0.73905 -1.26898 2.08669
H 0.68202 -4.42275 0.63912
H 1.95787 2.28974 2.90486
H 0.84816 0.73166 -4.15942
H -2.24951 2.71272 2.26017
H -0.93488 -2.62113 -2.33739
*
```

=====

# 2
Below is a molecular structure, C35H33Cl2N6O5S2Ti, with properties calculated with the ωB97M-V functional and the def2-TZVPD basis.

Properties
* Kohn-Sham gap (spin up / spin down): 4.13 / 6.80 eV
* <S²>: 2.03
* HOMO level (spin up / spin down): -2.65 / -5.33 eV
* relative energy (zero: lowest compared OMol25 entry of this formula, charge and spin): 62.9 kJ/mol

The geometry in ORCA input format:
```
! wB97M-V def2-TZVPD RIJCOSX def2/J DEFGRID3
* xyz -1 3
Ti -0.06314 0.64544 -0.05928
C -2.07936 3.27234 -1.01178
N -1.74451 1.99565 -1.65706
C -1.20531 2.26787 -2.99417
C -2.94927 1.18977 -1.70045
C -3.92379 1.36850 -2.66341
C -5.13135 0.68476 -2.59766
C -5.36452 -0.14018 -1.51199
C -4.39003 -0.33282 -0.54169
C -3.13259 0.28504 -0.63959
N -2.08151 0.14844 0.24659
C -2.12841 -0.72244 1.33999
C -2.71641 -1.98645 1.38299
C -2.55332 -2.82078 2.48235
C -1.78820 -2.42040 3.56228
C -1.18272 -1.16903 3.53700
C -1.35386 -0.33477 2.45067
N -0.68800 0.94659 2.33012
C 0.46002 1.11083 3.22587
C -1.65512 2.02492 2.58161
H -2.87164 3.79475 -1.56291
H -1.19819 3.91059 -0.98012
H -2.42913 3.09171 0.00480
H -1.88762 2.88955 -3.58647
H -1.01435 1.33086 -3.51135
H -0.27281 2.82096 -2.89356
H -3.74560 2.04796 -3.48570
H -5.87455 0.81061 -3.37321
H -6.31563 -0.64853 -1.40841
H -4.62350 -0.95012 0.31089
H -3.25413 -2.35653 0.52312
H -3.00397 -3.80560 2.47119
H -1.63717 -3.07771 4.40776
H -0.55848 -0.86591 4.36627
H 0.14511 1.21105 4.27205
H 1.00126 2.01151 2.93724
H 1.13971 0.26911 3.12863
H -2.04531 1.95794 3.60400
H -2.48079 1.94665 1.87878
H -1.16910 2.99400 2.46338
Cl 2.36544 -0.02005 -4.40635
C 2.54417 1.26773 -3.26258
C 3.56388 2.20094 -3.48699
C 3.72985 3.27662 -2.66402
Cl 5.02253 4.40297 -2.97058
C 2.85238 3.47783 -1.57954
C 2.92052 4.56827 -0.68782
C 2.01384 4.67316 0.32970
C 1.03355 3.68235 0.47126
N 0.93434 2.65974 -0.34504
C 1.82172 2.52781 -1.36743
C 1.65962 1.35813 -2.19059
O 0.75214 0.47963 -1.91416
H 4.22703 2.05149 -4.32759
H 3.69563 5.31080 -0.82032
H 2.04938 5.49795 1.02777
H 0.30989 3.73116 1.27539
S -1.51901 -1.16352 -4.60294
C -1.04142 -2.16155 -3.37527
N -1.82346 -2.57613 -2.36771
C -1.22690 -3.36626 -1.29457
C 0.10804 -3.89691 -1.82323
S 0.56002 -2.83654 -3.22350
H -2.70269 -2.09134 -2.24440
H -1.89359 -4.19144 -1.03600
H -1.05405 -2.75116 -0.41527
H 0.03825 -4.92971 -2.16112
H 0.88023 -3.81719 -1.06154
O 1.82623 0.34643 0.77274
C 1.64960 -0.93747 0.85146
O 0.51626 -1.35090 0.40446
C 2.60402 -1.81657 1.44483
C 3.84736 -1.33696 1.92278
C 4.74242 -2.17554 2.52450
C 4.42770 -3.54776 2.68046
C 3.18666 -4.04317 2.20899
C 2.30256 -3.19270 1.60785
N 5.32652 -4.40187 3.30779
O 5.02981 -5.61514 3.43108
O 6.41360 -3.93715 3.72956
H 4.07633 -0.28602 1.79844
H 5.69535 -1.82362 2.88876
H 2.96438 -5.08985 2.35014
H 1.33722 -3.55263 1.27181
*
```

=====

# 3
Below is 5 unconnected molecules or ions with the total composition C30H71N in a non-equilibrium geometry, with properties calculated with the ωB97M-V functional and the def2-TZVPD basis.

Properties
* Kohn-Sham gap: 8.73 eV
* HOMO level: -7.96 eV
* SMILES string: CCN(CC)CC.CCCCCC.CCCCCC.CCCCCC.CCCCCC
* relative energy (zero: lowest compared OMol25 entry of this formula, charge and spin): 94.8 kJ/mol

The geometry in ORCA input format:
```
! wB97M-V def2-TZVPD RIJCOSX def2/J DEFGRID3
* xyz 0 1
C 149.81300 108.71400 75.60800
C 149.62900 108.83300 77.13200
N 148.21100 108.85800 77.53000
C 147.81600 108.02700 78.66800
C 148.60800 108.43500 80.04700
C 147.61400 110.17300 77.49500
C 146.00400 110.10900 77.30600
H 149.47300 109.76600 75.18000
H 149.19800 108.10200 74.87900
H 150.67000 108.52900 75.34400
H 150.17300 109.73200 77.49700
H 150.26000 108.10200 77.45500
H 148.25900 107.01500 78.46500
H 146.71300 108.07400 78.75800
H 148.22800 109.47600 80.19700
H 149.63000 108.38500 79.94700
H 148.33600 107.73600 80.84700
H 148.11600 110.83700 76.68500
H 147.85900 110.72500 78.28100
H 145.59200 109.75100 78.27100
H 145.79400 109.21600 76.56100
H 145.33700 110.92000 77.15600
C 152.64300 108.68500 83.99800
C 152.95700 107.37900 83.22900
C 151.76600 106.84200 82.53900
C 150.82800 106.08000 83.56200
C 149.68200 105.32900 82.73200
C 148.76100 104.63800 83.67500
H 152.00200 108.46400 84.90800
H 152.29400 109.43200 83.42300
H 153.60300 109.17300 84.29400
H 153.25600 106.56000 83.93800
H 153.93700 107.50100 82.67600
H 152.07000 106.25800 81.72100
H 151.22900 107.74600 82.13700
H 150.46600 106.89100 84.10200
H 151.23100 105.25700 84.04700
H 150.28800 104.67100 82.02200
H 148.93800 106.04400 82.17300
H 149.26600 104.16000 84.38100
H 148.13300 104.10200 83.01500
H 148.32000 105.51100 84.37100
C 149.09900 102.25100 86.15800
C 147.97500 103.35900 86.50300
C 146.70700 102.78000 86.89900
C 145.64400 103.79000 87.43200
C 144.48000 103.09200 88.15100
C 143.62600 102.10400 87.35100
H 148.86400 101.52400 85.37900
H 149.37400 101.56200 86.78100
H 150.05800 102.65500 85.70600
H 147.80400 103.87700 85.45500
H 148.40800 104.20100 87.19900
H 146.98300 102.06200 87.71800
H 146.30500 102.09200 85.99100
H 145.40400 104.46400 86.54000
H 146.14500 104.42600 88.26600
H 143.86000 103.86600 88.69000
H 144.66300 102.70400 88.98800
H 144.24600 101.07800 87.21800
H 143.46600 102.58900 86.40700
H 142.70400 101.89900 87.79300
C 144.34700 100.66300 78.25700
C 143.23300 101.71100 78.79300
C 143.45800 102.05900 80.31400
C 144.69600 103.06700 80.56300
C 144.97100 103.20000 82.08200
C 143.72200 103.57400 82.86300
H 145.31500 101.00200 78.78900
H 144.29000 100.85000 77.28300
H 144.34000 99.71100 78.48200
H 142.33700 101.27200 78.90800
H 143.28700 102.57000 78.46300
H 143.67300 101.13300 80.88800
H 142.57600 102.56600 80.68100
H 144.39300 103.96100 80.15600
H 145.53500 102.54100 80.18700
H 145.71500 103.88200 82.48600
H 145.43000 102.37200 82.56200
H 144.03400 103.91900 83.78200
H 143.08800 102.71500 82.93800
H 143.22700 104.40200 82.31700
C 148.20900 101.29500 81.25400
C 147.60800 100.27200 80.29000
C 148.32200 98.84400 80.49700
C 147.86100 97.90600 79.40700
C 148.50500 96.44100 79.74100
C 147.73300 95.56100 80.79300
H 148.49800 101.08800 82.23300
H 147.51500 102.26100 81.28300
H 149.35300 101.37100 80.76800
H 147.48100 100.61100 79.24900
H 146.53200 100.03700 80.35600
H 147.95400 98.45400 81.41400
H 149.36700 99.03900 80.50300
H 148.34800 98.03900 78.37700
H 146.79700 97.70300 79.35500
H 149.43400 96.60800 80.02600
H 148.46700 95.80600 78.70900
H 146.52600 95.53900 80.73500
H 148.18200 95.80900 81.83700
H 147.92600 94.53000 80.57700
*
```

=====

# 4
Below is a molecular structure, C24H61Cl4N3O16P3 in a non-equilibrium geometry, with properties calculated with the ωB97M-V functional and the def2-TZVPD basis.

Properties
* Kohn-Sham gap: 8.32 eV
* HOMO level: -6.02 eV
* relative energy (zero: lowest compared OMol25 entry of this formula, charge and spin): 832.4 kJ/mol

The geometry in ORCA input format:
```
! wB97M-V def2-TZVPD RIJCOSX def2/J DEFGRID3
* xyz -1 1
C -18.29337 12.88063 0.87107
C -18.73808 13.74408 2.07817
O -17.75558 13.66669 3.07423
H -18.99205 13.00216 0.04332
H -18.17597 11.81781 1.08253
H -17.31218 13.23204 0.55189
H -19.72780 13.40332 2.38219
H -18.93124 14.75743 1.72616
C -19.20435 16.41797 3.46702
C -18.19117 16.11846 4.59741
O -18.03067 16.91606 5.47856
N -17.53090 14.95105 4.62095
C -16.77461 14.43341 5.76074
H -18.93498 15.86771 2.56551
H -19.17662 17.49176 3.28176
H -20.18414 16.02528 3.73888
H -17.87579 14.19526 4.04656
H -17.55173 14.02991 6.40987
H -16.14012 15.20259 6.20103
H -16.22362 13.54798 5.44367
C -15.16971 13.33881 4.01916
C -15.05544 12.46005 2.77939
O -13.95696 12.13223 2.34905
N -16.20676 12.19411 2.17029
C -16.34329 11.15807 1.18167
H -16.05692 13.97037 3.97341
H -14.32199 14.00643 4.17336
H -15.33599 12.74174 4.91579
H -17.08488 12.63989 2.39454
H -15.49156 10.48609 1.28694
H -16.33240 11.57738 0.17562
H -17.27622 10.64697 1.41945
C -17.28652 11.98236 5.20340
C -17.89163 10.92083 4.34415
O -17.66087 9.75200 4.64744
N -18.58200 11.27341 3.25547
C -19.32079 10.29161 2.42322
H -16.21568 11.81501 5.08769
H -17.67864 12.16893 6.20317
H -17.39800 12.89065 4.61123
H -18.46859 12.22602 2.93960
H -20.27664 10.68290 2.07485
H -19.59891 9.47968 3.09517
H -18.84585 9.96116 1.49945
C -20.98742 11.61254 0.49330
O -20.40680 11.71515 -0.73585
P -19.92319 10.38892 -1.53322
O -19.40093 10.63816 -2.89852
O -18.77706 9.76928 -0.54231
C -17.42145 10.24746 -0.58920
O -21.09965 9.30382 -1.37166
C -22.16050 9.25596 -2.28138
H -20.63496 12.50277 1.01422
H -20.62817 10.74904 1.05313
H -22.07648 11.63998 0.52929
H -17.14150 10.58286 -1.58782
H -16.76655 9.40304 -0.37431
H -17.26137 10.96889 0.21206
H -21.85733 8.68266 -3.15747
H -22.27782 10.29209 -2.59889
H -23.04429 8.76973 -1.86834
C -18.92790 16.17900 -3.58223
O -19.49657 15.72317 -2.36372
P -20.48786 16.63125 -1.49363
O -21.44015 17.52650 -2.22226
O -21.28002 15.51594 -0.60912
C -20.66228 14.82743 0.44922
O -19.49853 17.38095 -0.44788
C -18.58259 18.31992 -0.84995
H -17.86077 15.95938 -3.61550
H -19.03622 17.24895 -3.75990
H -19.39717 15.70065 -4.44192
H -20.58830 13.76497 0.21728
H -21.33470 14.90992 1.30311
H -19.64753 15.15403 0.67662
H -17.86694 17.97858 -1.59789
H -17.99544 18.57432 0.03245
H -19.05420 19.21538 -1.25471
C -21.32908 8.81900 4.64218
O -21.86034 10.03759 5.04925
P -21.81262 11.30199 4.17059
O -22.11596 11.02409 2.71519
O -22.86590 12.30418 5.00995
C -22.61052 12.58681 6.37180
O -20.33060 11.86971 4.40063
C -19.99941 13.23936 4.03657
H -21.61556 8.06116 5.37136
H -20.24983 8.92637 4.75072
H -21.58293 8.51168 3.62768
H -23.49783 12.45942 6.99192
H -22.28047 13.62145 6.46495
H -21.78124 11.97225 6.72210
H -20.24161 13.82136 4.92579
H -20.51242 13.54454 3.12454
H -18.92968 13.39671 3.89873
Cl -16.91772 14.98707 -0.75254
C -16.92701 15.74213 0.89215
C -15.91058 14.98783 1.81879
Cl -14.23561 15.06760 1.23037
H -17.95226 15.70369 1.26024
H -16.59156 16.77605 0.81110
H -16.17073 13.93046 1.76996
H -15.95699 15.39537 2.82868
Cl -18.98515 13.39407 -4.78095
C -19.51173 13.47116 -3.13034
C -18.44004 13.72178 -2.11191
Cl -17.17539 12.44699 -1.97812
H -20.11700 12.59649 -2.89218
H -20.18682 14.32667 -3.15246
H -18.82842 14.01972 -1.13801
H -17.94727 14.65321 -2.39070
*
```

=====

# 5
Below is C6H8O2 in the gas phase in a non-equilibrium geometry, with properties calculated with the ωB97M-V functional and the def2-TZVPD basis.

Properties
* Kohn-Sham gap: 8.91 eV
* HOMO level: -8.41 eV
* SMILES string: C=C1C[C@H](O)C(=C)O1
* relative energy (zero: lowest compared OMol25 entry of this formula, charge and spin): 481.3 kJ/mol

The geometry in ORCA input format:
```
! wB97M-V def2-TZVPD RIJCOSX def2/J DEFGRID3
* xyz 0 1
C 0.90082 -0.43764 -0.59180
C -0.29861 -1.02362 0.38171
C -1.38937 -0.03970 0.22855
C -2.76266 0.03129 -0.09821
C 0.59271 0.95879 -0.30014
C 1.61753 1.70110 0.35975
H 2.23481 -1.91647 -0.40648
H 0.41335 -0.62580 -1.54134
H 0.15328 -1.20200 1.48940
H -0.66210 -1.98110 0.22958
H -3.38966 -0.72567 0.22590
H -2.93844 1.11224 -0.53985
H 1.38348 2.62251 0.98418
H 2.66384 1.24045 0.03191
O 2.19021 -0.85377 -0.07905
O -0.70921 1.13938 -0.37413
*
```

=====

# 6
Below is C5H6N4 in the gas phase in a non-equilibrium geometry, with properties calculated with the ωB97M-V functional and the def2-TZVPD basis.

Properties
* Kohn-Sham gap (spin up / spin down): 7.37 / 7.37 eV
* HOMO level (spin up / spin down): -7.20 / -7.20 eV
* relative energy (zero: lowest compared OMol25 entry of this formula, charge and spin): 253.3 kJ/mol

The geometry in ORCA input format:
```
! wB97M-V def2-TZVPD RIJCOSX def2/J DEFGRID3
* xyz 0 1
C 2.41603 -1.10658 1.18085
C 0.97604 -0.31925 -0.19656
C 0.37667 -0.18453 1.11053
C -0.99512 0.17701 -1.30534
C -2.05369 1.04271 -1.81584
N 2.23435 -0.87781 -0.08320
N 0.18931 -0.01340 -1.17872
N -0.83952 0.13768 1.33121
N 1.36649 -0.65647 1.99792
H 3.35036 -1.42951 1.44244
H -1.50018 0.51090 0.64431
H -2.01517 0.98697 -2.93768
H -1.93228 2.05854 -1.68584
H -2.92728 0.77116 -1.40869
H 1.35398 -1.09742 2.90462
*
```

=====

# 7
Below is C6H8 in the gas phase in a non-equilibrium geometry, with properties calculated with the ωB97M-V functional and the def2-TZVPD basis.

Properties
* Kohn-Sham gap: 9.58 eV
* HOMO level: -8.38 eV
* SMILES string: C1[C@H]2C[C@H]3[C@@H]1[C@@H]23
* relative energy (zero: lowest compared OMol25 entry of this formula, charge and spin): 377.8 kJ/mol

The geometry in ORCA input format:
```
! wB97M-V def2-TZVPD RIJCOSX def2/J DEFGRID3
* xyz 0 1
C -1.11983 -0.26747 0.67060
C -0.42083 1.04536 0.32386
C 1.03790 0.73374 -0.07018
C 1.31474 -0.70162 0.21308
C -0.34566 -0.84581 -0.47908
C -0.06054 0.54495 -1.05354
H -2.18528 -0.23590 0.44734
H -0.94079 -0.74835 1.63893
H -0.74831 2.03452 0.60793
H 1.73094 1.57458 -0.08904
H 1.18181 -1.48672 -0.51086
H 1.45338 -0.96671 1.26722
H -0.74602 -1.67029 -1.10441
H -0.14710 0.96070 -2.04706
*
```

=====

| no. | electronic energy (eV) |
| --- | --- |
| 1 | -312256.545 |
| 2 | -125843.874 |
| 3 | -33739.302 |
| 4 | -141049.302 |
| 5 | -10441.738 |
| 6 | -11239.042 |
| 7 | -6346.868 |